DFT (wB97M-V/def2-TZVPD) results for one molecule with the formula C3N2S at a distorted geometry.

Last column: Mulliken charge in e.
Positions of all 6 atoms, in Å:
N  1.821  1.561  -0.099  -0.30
C  1.379  0.542  0.234  0.05
C  0.291  -0.402  0.245  0.71
N  0.038  -1.532  -0.063  -0.32
C  -0.993  -0.378  -0.139  0.10
S  -2.536  0.209  -0.178  -0.24

Computed properties:
frontier orbital gap = 8.388 eV
HOMO energy = -0.3471 Eh
F_max = 7.651 eV/A
relative energy (zero: lowest compared OMol25 entry of this formula, charge and spin) = 225.7 kJ/mol